{"formula": "C23H34N2O3", "method": "wB97M-V/def2-TZVPD", "elements": ["C", "H", "C", "H", "C", "H", "C", "H", "C", "C", "N", "C", "H", "H", "O", "H", "H", "H", "H", "H", "H", "H", "C", "C", "H", "H", "C", "H", "C", "H", "C", "H", "H", "C", "N", "H", "C", "C", "C", "H", "H", "C", "H", "C", "H", "C", "H", "C", "C", "H", "H", "O", "C", "H", "H", "C", "O", "H", "H", "H", "H", "H"], "coordinates": [[1.277, 2.458, -0.030], [-2.810, 1.251, 0.976], [-0.721, 3.770, 0.037], [1.074, -2.191, -1.421], [3.126, -2.504, 2.219], [2.591, -0.848, 0.006], [-0.611, 1.884, -3.260], [0.705, 3.678, 1.634], [-1.721, -1.671, 0.150], [-0.180, -3.504, 0.463], [-0.498, -2.198, -0.083], [-4.300, 0.818, -0.511], [2.576, -3.304, 0.302], [-1.105, -3.942, 0.838], [-4.196, 2.696, -2.020], [-1.453, -0.627, -2.428], [2.762, -1.745, 2.915], [3.199, -3.443, 2.772], [2.197, 2.123, 0.426], [6.119, 0.668, 2.932], [4.881, 1.129, 4.129], [-1.371, 4.463, 0.550], [0.931, 2.008, -1.292], [-3.164, 0.382, 0.419], [-2.652, 2.543, -3.617], [0.402, -0.589, -1.081], [0.665, -1.544, -0.634], [1.318, -0.680, 1.223], [5.457, -1.856, 2.937], [0.216, -4.134, -0.342], [-1.988, -0.246, -0.348], [1.593, 1.332, -1.818], [5.515, -2.755, 3.558], [0.852, -3.372, 1.582], [-2.750, 0.983, -2.321], [4.956, -2.913, 1.143], [4.525, -2.112, 1.747], [-2.322, -0.310, -1.850], [5.108, 0.459, 3.301], [-1.104, 0.378, -0.206], [-0.038, 0.970, -3.441], [-1.064, 3.325, -1.228], [-5.019, 1.433, 0.029], [1.724, -1.338, 0.451], [-2.241, 0.978, -4.344], [0.444, 3.333, 0.644], [4.480, -1.216, 1.128], [-3.767, 1.610, -1.680], [-2.111, 1.608, -3.456], [1.093, -4.363, 1.967], [6.466, -1.617, 2.568], [-2.597, -2.320, 0.691], [2.120, -2.677, 1.078], [0.418, -2.788, 2.396], [-0.308, 2.605, -4.025], [-0.250, 2.421, -1.900], [5.013, -0.846, 3.813], [4.392, 0.640, 2.492], [-1.975, 3.680, -1.683], [-3.554, -0.348, 1.130], [-3.114, -1.054, -2.002], [-4.824, -0.061, -0.893]], "atomic_forces_ev_per_a": [[0.088, -0.029, 0.077], [0.003, -0.002, -0.008], [-0.046, 0.064, 0.034], [-0.020, 0.094, -0.016], [0.119, 0.004, -0.438], [0.065, 0.094, 0.003], [-0.157, -0.038, -0.013], [0.017, 0.035, 0.080], [-0.039, 0.422, -0.194], [-0.231, -0.273, 0.361], [0.265, -0.382, -0.060], [0.000, 0.177, 0.146], [-0.011, -0.030, -0.054], [0.148, -0.003, -0.134], [-0.190, 0.414, -0.004], [-0.034, -0.007, -0.021], [-0.077, -0.012, 0.079], [-0.023, -0.040, 0.102], [0.081, -0.028, 0.045], [-0.019, 0.014, -0.004], [0.013, 0.068, -0.073], [-0.064, 0.066, 0.047], [-0.025, 0.031, -0.051], [-0.049, -0.092, 0.114], [0.068, -0.169, -0.055], [-0.041, -0.053, -0.052], [0.199, 0.393, 0.058], [-0.008, 0.093, 0.058], [0.094, -0.157, -0.311], [-0.014, -0.009, 0.018], [-0.070, -0.201, 0.135], [0.029, -0.086, -0.054], [0.067, 0.005, -0.096], [0.097, -0.054, -0.440], [0.177, 0.041, -0.205], [0.043, -0.001, -0.079], [-0.072, 0.134, 0.562], [0.112, -0.223, 0.250], [-0.004, 0.000, -0.003], [-0.007, -0.034, -0.092], [0.044, 0.050, -0.021], [0.054, 0.004, -0.006], [0.007, -0.022, -0.143], [0.036, -0.276, -0.312], [-0.011, 0.118, 0.028], [0.041, 0.005, 0.112], [0.045, 0.010, -0.116], [-0.300, -0.223, 0.163], [0.056, 0.196, -0.204], [0.016, -0.037, 0.076], [-0.052, -0.036, 0.091], [-0.349, -0.121, 0.168], [-0.100, 0.157, 0.487], [-0.038, 0.014, 0.095], [0.018, -0.096, -0.070], [0.145, -0.050, -0.074], [-0.100, -0.022, 0.155], [0.007, 0.028, -0.011], [-0.184, 0.005, -0.065], [0.068, 0.122, -0.032], [0.146, -0.026, -0.030], [-0.034, -0.025, -0.005]], "energy_ev": -33526.8464, "total_charge": 0, "relative_energy_kj_mol": 34.3, "e_homo_ev": -9.1, "fmax_ev_per_a": 0.6, "orbital_gap_ev": 9.67, "smiles": "COCCCC1CCN(C(=O)[C@@H]2CCC(=O)N(CCc3ccccc3)C2)CC1", "lumo_energy_ev": 0.57}



{"formula": "C23H34N2OS2", "method": "wB97M-V/def2-TZVPD", "elements": ["C", "H", "H", "C", "H", "H", "C", "H", "C", "C", "H", "H", "S", "C", "H", "C", "H", "H", "H", "H", "H", "H", "H", "C", "H", "H", "C", "N", "C", "C", "H", "H", "C", "C", "C", "H", "C", "H", "C", "H", "H", "H", "H", "H", "C", "C", "N", "O", "C", "H", "H", "H", "C", "H", "C", "C", "H", "C", "H", "H", "H", "S"], "coordinates": [[2.367, -0.545, -1.002], [0.428, 4.980, 0.091], [-1.702, -0.399, 0.912], [-1.664, -3.767, -0.547], [-3.852, -1.977, 2.365], [-2.047, 2.211, -0.298], [3.584, 0.858, 0.727], [-0.068, 3.636, -0.976], [-2.496, -0.450, 1.657], [2.501, 0.601, -0.221], [-3.650, -1.934, 0.612], [-1.915, 4.499, 0.583], [5.464, -0.639, -0.802], [-3.506, 0.673, 1.430], [-1.391, 2.383, -2.717], [5.796, 0.106, 1.628], [-0.214, 2.204, -4.018], [-2.043, -0.328, 2.644], [0.807, -3.116, -0.076], [7.817, -0.696, 1.919], [-3.892, 0.611, 0.410], [3.061, -1.364, -0.890], [0.570, -2.478, 1.553], [6.977, -0.560, 1.263], [-0.931, 3.948, 1.942], [-1.634, -1.254, -1.885], [1.485, 1.579, -0.341], [-1.173, -2.903, 0.504], [0.431, 0.422, -2.017], [0.205, -3.204, 0.828], [0.341, -4.218, 1.239], [-2.684, -3.486, -0.801], [-1.735, 2.353, 0.738], [1.326, -0.645, -1.901], [0.087, 3.946, 0.054], [-2.519, -3.909, 1.798], [-2.911, 2.064, 1.665], [-1.657, -4.832, -0.259], [6.944, -1.006, -0.023], [7.704, -1.536, -0.564], [-0.938, 1.641, 0.947], [-1.040, -3.650, -1.433], [-3.691, 2.814, 1.508], [-4.352, 0.534, 2.108], [-2.049, -2.921, 1.669], [-1.071, 1.742, -3.533], [0.515, 1.484, -1.240], [3.453, 1.717, 1.592], [-3.124, -1.837, 1.563], [-2.710, -0.453, -3.041], [-1.450, -2.723, 2.561], [-1.881, 1.664, -4.256], [-1.171, 3.760, 0.893], [-2.278, 0.343, -1.523], [-0.705, 0.359, -3.002], [-1.911, -0.297, -2.320], [-2.580, 2.144, 2.703], [4.858, 0.142, 0.626], [-0.391, -0.275, -3.839], [1.203, -1.527, -2.510], [5.616, 0.549, 2.591], [1.489, 2.960, 0.715]], "atomic_forces_ev_per_a": [[-0.131, 0.131, 0.029], [0.068, 0.003, -0.052], [0.113, 0.038, 0.021], [0.017, 0.076, 0.047], [-0.107, -0.004, -0.016], [0.037, -0.081, -0.086], [-0.006, 0.298, 0.376], [-0.059, 0.175, -0.053], [-0.442, -0.062, -0.169], [-0.515, 0.165, -0.110], [-0.114, -0.045, -0.063], [-0.036, 0.042, 0.048], [0.303, 0.144, 0.505], [0.252, 0.091, 0.251], [-0.043, 0.099, 0.058], [-0.451, 0.037, -0.197], [0.047, 0.127, -0.054], [0.117, 0.019, 0.076], [0.090, -0.023, -0.010], [0.151, -0.039, 0.086], [-0.083, -0.017, -0.065], [-0.006, -0.049, -0.004], [0.081, -0.003, 0.039], [0.163, -0.099, -0.136], [-0.055, 0.057, 0.064], [-0.034, -0.145, 0.103], [0.223, -0.152, 0.026], [0.072, -0.080, 0.024], [0.310, -0.462, -0.144], [-0.042, 0.024, -0.014], [0.018, -0.030, 0.013], [-0.066, -0.040, -0.090], [-0.221, 0.273, 0.369], [-0.008, 0.051, 0.035], [0.314, -0.246, 0.148], [0.113, -0.007, 0.037], [-0.018, -0.131, -0.300], [-0.006, -0.012, 0.010], [-0.329, 0.056, -0.219], [0.187, -0.106, -0.073], [0.025, -0.061, -0.089], [-0.027, -0.022, -0.092], [-0.011, 0.069, 0.077], [-0.089, -0.042, -0.047], [-0.289, 0.151, -0.090], [0.104, -0.227, -0.024], [-0.171, 0.119, -0.101], [0.347, -0.628, -0.155], [0.415, 0.011, 0.174], [-0.118, -0.015, -0.046], [0.009, -0.040, 0.010], [-0.080, 0.001, -0.076], [0.032, -0.280, -0.186], [-0.070, 0.078, 0.147], [-0.191, 0.104, -0.025], [0.162, -0.034, -0.188], [-0.015, 0.052, 0.092], [0.690, -0.337, -0.093], [0.008, 0.023, 0.083], [-0.018, -0.097, -0.084], [-0.069, 0.117, 0.136], [-0.548, 0.985, 0.064]], "energy_ev": -51101.1700, "total_charge": 0, "relative_energy_kj_mol": 21.5, "e_homo_ev": -8.1, "fmax_ev_per_a": 1.1, "orbital_gap_ev": 7.96, "smiles": "CC(C)c1ccc(C(=O)c2cccs2)c(SCCCCCCCCN(C)C)n1", "lumo_energy_ev": -0.18}